Record 1
# C2H3O2P

A single C2H3O2P molecule in a non-equilibrium geometry (the ωB97M-V functional and the def2-TZVPD basis, the Open Molecules 2025 dataset).

Each atom is followed by the atoms it is bonded to, with distances in Å.
Cartesian coordinates (Å):
1 C -2.687 -0.360 0.171  C2 1.212, H6 1.029
2 C -1.506 -0.094 0.217  C1 1.212, O3 1.454
3 O -0.140 0.402 0.155  C2 1.454, P4 1.730
4 P 1.122 -0.782 0.127  O3 1.730, O5 1.685, H7 1.436
5 O 2.292 0.412 0.341  P4 1.685, H8 0.933
6 H -3.598 -0.585 -0.251  C1 1.029
7 H 1.392 -0.817 -1.283  P4 1.436
8 H 3.085 0.018 0.047  O5 0.933

Output
* HOMO: -9.6 eV
* relative energy (zero: lowest compared OMol25 entry of this formula, charge and spin): 2.652 eV
* structure (SMILES): C#COPO
* HOMO-LUMO gap: 10.027 eV

***

Record 2
# C2H3O2S2

2 unconnected molecules or ions with the total composition C2H3O2S2 in a non-equilibrium geometry (the ωB97M-V functional and the def2-TZVPD basis, the Open Molecules 2025 dataset).

Each atom is followed by the atoms it is bonded to, with distances in Å.
Cartesian coordinates (Å):
1 C -1.319 0.210 -0.564  C2 1.473, S5 1.815, H7 1.131, H8 1.142
2 C -0.564 -0.143 0.651  C1 1.473, S5 1.771, H9 1.050
3 O 2.088 1.177 -0.662  S6 1.487
4 O 2.893 -0.321 1.086  S6 1.488
5 S -1.205 -1.563 -0.190  C1 1.815, C2 1.771
6 S 2.021 -0.204 -0.114  O3 1.487, O4 1.488
7 H -2.437 0.351 -0.462  C1 1.131
8 H -0.603 0.529 -1.394  C1 1.142
9 H -0.874 -0.036 1.648  C2 1.050

Output
* HOMO (alpha / beta): -2.7 / -2.7 eV
* relative energy (zero: lowest compared OMol25 entry of this formula, charge and spin): 3.122 eV
* net charge: -1
* HOMO-LUMO gap (alpha / beta): 6.238 / 6.241 eV

***

Calculated E_tot in order - -569.73544; -1024.81945 a.u.